{
  "formula": "C22H55BO9P2Si",
  "method": "ωB97M-V/def2-TZVPD",
  "symbols": ["C", "C", "C", "C", "C", "B", "C", "C", "O", "Si", "C", "C", "C", "H", "H", "H", "H", "H", "H", "H", "H", "H", "H", "H", "H", "H", "H", "H", "H", "H", "H", "H", "H", "H", "H", "H", "H", "H", "C", "C", "O", "P", "O", "O", "C", "C", "O", "C", "C", "H", "H", "H", "H", "H", "H", "H", "H", "H", "H", "H", "H", "H", "H", "H", "C", "C", "O", "P", "O", "O", "C", "C", "O", "C", "C", "H", "H", "H", "H", "H", "H", "H", "H", "H", "H", "H", "H", "H", "H", "H"],
  "xyz": [[4.678461, -2.491483, -0.163513], [4.549744, -3.265793, -1.497308], [5.681266, -4.331952, -1.622431], [4.435919, -2.408031, -2.791655], [4.833553, -0.902058, -2.675437], [3.503198, -0.037846, -2.712587], [2.664680, 0.472216, -1.469124], [1.206092, 0.900725, -1.853081], [0.189865, 0.177378, -1.163803], [-0.087694, -1.398740, -1.694574], [0.944306, -2.698942, -0.767737], [0.194738, -1.680654, -3.545331], [-1.900003, -1.847718, -1.307170], [5.729765, -2.495356, 0.147328], [4.150071, -3.067450, 0.607240], [4.261071, -1.485215, -0.168614], [3.628599, -3.855687, -1.428218], [6.044474, -4.594975, -0.624788], [6.483418, -4.013636, -2.292370], [5.222833, -5.235941, -2.040496], [5.083781, -2.860930, -3.550552], [3.415543, -2.508119, -3.191510], [5.520298, -0.667785, -1.856406], [5.374422, -0.652037, -3.599016], [3.116947, 0.284755, -3.800702], [3.182932, 1.376572, -1.106817], [2.623507, -0.218751, -0.621547], [1.066534, 0.939907, -2.939184], [1.111336, 1.941646, -1.514688], [1.984216, -2.352227, -0.782355], [0.622449, -2.762896, 0.275584], [0.895920, -3.652608, -1.301887], [0.273567, -0.777902, -4.156754], [1.040828, -2.355874, -3.715728], [-0.686297, -2.219355, -3.919580], [-1.908993, -2.659945, -0.569587], [-2.388890, -2.253561, -2.197057], [-2.414313, -0.979848, -0.884696], [-1.081329, -1.877616, 2.706684], [-2.124808, -1.775660, 3.803290], [-2.578025, -3.063318, 4.209361], [-1.889037, -3.833650, 5.486346], [-1.809833, -2.775764, 6.538531], [-3.148952, -4.719486, 6.022180], [-3.574665, -4.638415, 7.382223], [-4.727230, -3.665165, 7.526951], [-1.442357, -5.152629, 4.594561], [-0.205863, -5.169358, 3.882196], [0.963506, -4.656629, 4.696104], [-0.151259, -2.301500, 3.095386], [-0.856075, -0.891462, 2.295944], [-1.431968, -2.520428, 1.897843], [-1.732707, -1.204656, 4.647008], [-2.997815, -1.240907, 3.425387], [-2.744759, -4.372024, 8.035948], [-3.901639, -5.638233, 7.675042], [-4.500064, -2.703751, 7.066698], [-4.965957, -3.501614, 8.579280], [-5.614826, -4.054207, 7.024692], [-0.314419, -4.614702, 2.945813], [-0.020753, -6.208521, 3.605712], [0.812480, -3.613903, 5.000046], [1.885141, -4.710051, 4.115938], [1.088336, -5.248476, 5.604338], [-1.494166, 3.484479, -1.096058], [-1.043445, 4.060211, -2.424439], [-1.977254, 5.010906, -2.928147], [-1.789120, 6.614826, -2.628767], [-0.343296, 6.862545, -2.914157], [-2.487638, 7.254824, -3.956538], [-1.782893, 8.185519, -4.777479], [-1.141092, 7.482621, -5.956770], [-3.255832, 6.764378, -1.881304], [-3.396459, 6.494630, -0.486935], [-2.302528, 7.113519, 0.357388], [-1.445346, 4.242475, -0.309339], [-0.854684, 2.651564, -0.801018], [-2.523394, 3.128283, -1.156490], [-0.045120, 4.492721, -2.329472], [-0.983417, 3.259120, -3.163865], [-1.046672, 8.739692, -4.196127], [-2.514441, 8.911323, -5.138600], [-0.550670, 6.623673, -5.638346], [-0.494402, 8.166144, -6.509763], [-1.909027, 7.104725, -6.634234], [-3.462018, 5.414979, -0.326934], [-4.359169, 6.910460, -0.185585], [-1.315332, 6.725137, 0.079736], [-2.466641, 6.897324, 1.413273], [-2.279210, 8.196163, 0.222617]],
  "forces_ev_per_angstrom": [[0.1, -0.8, 0.0], [0.0, -0.2, 0.0], [-1.0, 0.1, 0.1], [0.3, -0.1, 0.3], [-0.2, 0.5, -0.7], [0.5, -0.1, 0.6], [-0.6, -0.2, -0.9], [0.7, 1.2, 1.0], [0.2, -0.9, -0.9], [-0.9, -0.8, 0.3], [0.2, 1.1, -0.4], [-0.2, 0.0, 0.1], [0.7, 0.1, 0.1], [-0.1, 0.5, -0.1], [0.1, 0.2, -0.1], [0.2, -0.1, 0.0], [0.0, 0.2, 0.0], [0.2, 0.0, -0.2], [0.1, 0.0, 0.3], [0.3, 0.1, -0.1], [-0.2, 0.0, 0.1], [0.1, 0.1, 0.1], [-0.2, -0.3, 0.1], [0.0, 0.0, 0.2], [-0.1, -0.1, 0.0], [0.1, -0.2, 0.0], [0.1, 0.1, 0.0], [-0.1, -0.4, 0.1], [-0.2, -0.2, -0.1], [0.0, -0.3, 0.1], [0.0, -0.2, -0.1], [-0.1, 0.0, 0.3], [0.2, -0.1, 0.1], [0.1, 0.3, -0.1], [0.1, 0.1, 0.1], [0.0, 0.2, 0.0], [-0.2, 0.4, 0.1], [-0.2, -0.2, -0.2], [0.1, -0.1, 0.0], [-0.1, 0.4, -0.2], [1.1, -0.2, 0.3], [-6.9, -0.3, -1.1], [3.2, -0.8, -0.5], [0.7, -0.2, -0.1], [-0.2, 0.2, 0.2], [-0.2, 0.0, -0.1], [2.1, 1.2, 1.7], [0.4, -0.2, -0.5], [-0.1, 0.1, 0.1], [0.0, 0.0, 0.0], [0.0, 0.0, 0.0], [-0.1, 0.0, 0.0], [-0.1, -0.1, 0.1], [-0.1, -0.1, 0.0], [0.0, 0.1, -0.1], [0.0, 0.0, -0.2], [0.2, 0.0, 0.1], [0.0, 0.0, 0.0], [0.0, 0.0, 0.0], [-0.1, 0.1, 0.1], [-0.2, 0.0, 0.1], [0.0, 0.0, -0.1], [0.0, 0.0, 0.0], [0.0, 0.0, 0.0], [0.0, 0.1, 0.1], [0.2, -0.5, 0.0], [0.2, 0.6, 1.0], [-2.2, -2.2, -6.2], [-0.3, 0.8, 3.2], [-0.1, 0.2, 0.7], [0.2, 0.0, -0.3], [-0.1, -0.2, -0.1], [2.3, 1.1, 1.4], [-0.3, -0.2, 0.5], [0.1, 0.0, -0.1], [0.0, 0.0, 0.0], [0.0, 0.0, 0.0], [0.0, 0.0, 0.0], [-0.1, 0.1, -0.1], [-0.1, 0.1, -0.1], [0.1, -0.1, 0.0], [-0.1, -0.1, 0.1], [0.1, 0.1, 0.1], [0.0, 0.0, 0.0], [0.0, 0.1, 0.0], [0.1, 0.0, -0.1], [0.0, 0.0, -0.2], [0.0, 0.0, 0.1], [0.0, 0.0, 0.0], [0.0, 0.0, 0.0]],
  "e_homo_ev": -9.94,
  "e_tot_ha": -2545.55187,
  "max_force_ev_per_a": 7.0,
  "orbital_gap_ha": 0.37356,
  "smiles": "CC(C)CCBCCO[Si](C)(C)C.CCOP(=O)(OCC)OCC.CCOP(=O)(OCC)OCC",
  "e_lumo_ev": 0.225
}